{"formula": "C2H16N2O4", "method": "ωB97M-V/def2-TZVPD", "symbols": ["H", "H", "H", "H", "N", "H", "H", "C", "H", "H", "H", "O", "H", "C", "H", "O", "O", "O", "H", "H", "H", "N", "H", "H"], "coordinates": [[0.4173, -0.4533, 2.3877], [0.5765, -2.6955, -1.2038], [-0.8076, -0.2235, -2.0825], [0.8849, -1.5839, 3.3223], [1.1699, 0.3819, -1.8899], [1.2057, 1.8314, 1.9351], [0.9088, 0.9406, -1.1253], [0.2009, -0.6354, -2.1123], [0.2995, 1.7002, 3.2209], [-0.0148, 3.1448, 0.3860], [1.2292, 1.0421, -2.7153], [0.2720, -1.3035, 2.7347], [-0.8747, -1.6820, 0.8862], [0.2257, -1.6705, -0.9723], [-1.7192, 0.1382, -0.0594], [-2.0299, 1.0160, -0.3574], [0.8373, 1.1896, 2.6402], [0.4482, 2.3797, 0.2466], [-2.3267, 0.8916, -1.2341], [1.2124, -1.3374, -0.5164], [0.6607, -0.9712, -3.0798], [-0.9455, -1.5102, -0.1112], [-0.3225, 1.7328, 0.2294], [-1.5082, -2.3226, -0.5293]], "forces_ev_per_a": [[0.94, 1.97, -0.05], [-1.16, 0.17, -0.39], [-0.24, -0.32, -1.03], [3.08, -0.78, 2.59], [1.41, 1.79, -1.26], [-1.15, -1.35, 1.36], [-0.04, 1.03, 1.06], [0.54, -1.12, -1.30], [-0.60, 0.65, 0.62], [-1.58, 3.44, 0.43], [-0.15, -1.11, 1.33], [-4.19, -1.75, -2.44], [0.82, -0.40, -0.03], [3.71, 1.19, 0.84], [-0.07, -0.52, -0.36], [0.44, 0.87, 1.84], [1.80, 1.06, -1.90], [0.44, -3.68, -0.38], [-0.47, -0.18, -1.42], [-1.30, -0.21, 0.50], [-1.83, -0.78, 0.41], [-1.45, -2.54, -1.66], [0.95, 0.76, -0.21], [0.09, 1.83, 1.46]], "nbo_charge": [0.4968, 0.1948, 0.1585, 0.4691, -0.8377, 0.5152, 0.3611, -0.2337, 0.4770, 0.4694, 0.3529, -0.9842, 0.4146, -0.2739, 0.5005, -0.9944, -0.9854, -0.9725, 0.4707, 0.2167, 0.2004, -0.8905, 0.5058, 0.3688], "smiles": "NCCN.O.O.O.O", "fmax_ev_per_a": 5.15, "homo_energy_ha": -0.331, "molar_mass_da": 132.2, "charge": 0}